[1]
{
  "formula": "C2H3NO2S",
  "method": "the ωB97M-V functional and the def2-TZVPD basis",
  "elements": ["N", "C", "S", "C", "O", "O", "H", "H", "H"],
  "xyz": [[-1.225, 0.054, -0.663], [-0.430, 0.652, 0.207], [-0.920, 1.866, 1.216], [0.974, 0.064, 0.298], [2.077, 0.597, 0.451], [0.843, -1.289, 0.275], [-2.194, 0.249, -0.655], [-0.833, -0.598, -1.284], [1.709, -1.595, 0.155]],
  "forces_ev_per_a": [[0.504, 0.097, 0.147], [0.193, 1.521, 1.242], [0.439, -0.566, -0.345], [2.262, 0.590, 0.777], [-3.192, -0.926, -0.667], [-1.808, 1.133, -0.277], [-0.794, 0.290, -0.147], [0.110, -1.011, -0.746], [2.286, -1.128, 0.016]],
  "mulliken_charge": [-0.32, 0.31, -0.29, 0.51, -0.52, -0.43, 0.21, 0.22, 0.33],
  "de_lowest_kj_mol": 55.6,
  "mol_weight_g_mol": 105.1,
  "charge": 0,
  "homo_ha": -0.327,
  "energy_ev": -18542.876,
  "homo_lumo_gap_ev": 8.6
}

=====

[2]
{
  "formula": "C2H6OS2",
  "method": "the ωB97M-V functional and the def2-TZVPD basis",
  "elements": ["C", "C", "O", "H", "H", "H", "H", "S", "S", "H", "H"],
  "xyz": [[0.912, 1.274, 0.224], [0.062, 1.612, 1.190], [-1.275, 1.368, 1.345], [1.933, 1.367, 0.595], [0.787, 0.865, -0.762], [0.270, 2.422, 1.883], [-1.570, 0.562, 0.883], [-0.634, -1.536, -0.608], [-0.734, -2.732, -2.352], [0.683, -1.324, -0.675], [-0.433, -3.878, -1.724]],
  "forces_ev_per_a": [[1.043, -0.052, 0.944], [-1.516, 0.789, -0.385], [-0.115, -0.489, -0.529], [0.050, 0.630, -0.692], [-0.507, -0.430, 0.222], [0.768, -0.670, 0.530], [0.357, 0.519, -0.054], [-0.008, -0.698, -0.849], [-0.027, 0.421, 0.833], [0.012, 0.056, 0.093], [-0.058, -0.076, -0.112]],
  "mulliken_charge": [-0.87, 0.02, -0.44, 0.19, 0.54, 0.31, 0.26, -0.20, -0.18, 0.20, 0.17],
  "de_lowest_kj_mol": 98.5,
  "mol_weight_g_mol": 110.2,
  "charge": 0,
  "homo_ha": -0.331,
  "energy_ev": -25887.675,
  "homo_lumo_gap_ev": 9.1
}

=====

[3]
{
  "formula": "C4H9NO3",
  "method": "the ωB97M-V functional and the def2-TZVPD basis",
  "elements": ["N", "C", "O", "C", "C", "C", "O", "H", "H", "H", "H", "H", "H", "H", "O", "H", "H"],
  "xyz": [[-1.176, -2.478, 0.250], [-0.772, -1.397, 0.947], [-0.894, -1.387, 2.172], [-0.110, -0.416, -0.035], [0.532, 0.951, 0.508], [-0.430, 1.699, 1.343], [-0.594, 2.843, 1.017], [-1.068, -2.566, -0.721], [-1.539, -3.288, 0.631], [-0.807, -0.018, -0.774], [0.782, -1.023, -0.445], [0.804, 1.737, -0.283], [1.439, 0.754, 1.092], [-0.978, 1.251, 2.132], [2.482, 0.430, -4.560], [3.427, 0.731, -4.862], [2.905, -0.342, -4.128]],
  "forces_ev_per_a": [[0.146, 0.598, -0.894], [-0.031, -0.492, 1.037], [0.459, 1.011, -1.317], [2.507, 1.427, 0.575], [0.383, -1.097, -0.417], [0.699, 0.777, -1.430], [-0.885, 1.345, 0.602], [0.319, 0.397, -1.224], [-0.825, -1.418, 1.625], [-0.056, -0.933, -0.352], [-1.680, 0.981, -0.002], [-0.336, -1.727, 0.679], [-0.132, -0.159, -0.011], [-0.568, -0.704, 1.121], [4.099, -0.149, -0.385], [-2.806, 0.223, 0.199], [-1.293, -0.081, 0.195]],
  "mulliken_charge": [-0.32, 0.64, -0.64, -0.64, -0.57, -0.04, -0.49, 0.17, 0.21, 0.33, 0.29, 0.26, 0.34, 0.46, -0.63, 0.32, 0.31],
  "de_lowest_kj_mol": 192.2,
  "mol_weight_g_mol": 119.1,
  "charge": 0,
  "homo_ha": -0.352,
  "energy_ev": -11925.550,
  "homo_lumo_gap_ev": 10.0
}

=====

[4]
{
  "formula": "C16H33F7N5O5P2S",
  "method": "the ωB97M-V functional and the def2-TZVPD basis",
  "elements": ["C", "C", "O", "C", "N", "C", "C", "O", "C", "C", "C", "S", "O", "O", "C", "F", "F", "C", "F", "F", "C", "F", "F", "F", "N", "P", "N", "C", "C", "C", "C", "C", "N", "P", "N", "O", "H", "H", "H", "H", "H", "H", "H", "H", "H", "H", "H", "H", "H", "H", "H", "H", "H", "H", "H", "H", "H", "H", "H", "H", "H", "H", "H", "H", "H", "H", "H", "H", "H"],
  "xyz": [[5.379, 0.972, 0.294], [5.084, -0.411, -0.285], [6.274, -1.176, -0.435], [4.150, -1.202, 0.620], [3.662, -2.419, -0.022], [2.711, -3.200, 0.779], [1.377, -3.470, 0.076], [0.296, -2.697, 0.591], [0.376, -1.307, 0.339], [0.299, -0.569, 1.675], [-0.926, 0.338, 1.580], [-1.438, 0.679, 3.300], [-0.203, 1.040, 3.940], [-2.272, -0.363, 3.811], [-2.396, 2.296, 3.261], [-3.639, 2.085, 2.801], [-2.458, 2.650, 4.537], [-1.751, 3.416, 2.391], [-2.093, 3.148, 1.098], [-0.415, 3.378, 2.467], [-2.230, 4.857, 2.717], [-1.925, 5.182, 3.955], [-1.626, 5.683, 1.883], [-3.541, 4.936, 2.548], [-1.809, -0.474, 0.672], [-3.566, -0.040, 0.377], [-4.439, -0.468, 1.561], [-0.854, -0.789, -0.499], [-1.353, -1.938, -1.382], [-2.413, -1.770, -2.516], [-2.836, -0.393, -3.065], [-2.107, 0.031, -4.367], [-1.687, 1.436, -4.382], [-0.261, 0.806, -1.460], [1.108, 1.298, -0.564], [0.510, -0.040, -2.610], [4.454, 1.556, 0.364], [5.826, 0.882, 1.286], [6.064, 1.512, -0.363], [4.605, -0.270, -1.272], [6.734, -0.914, -1.240], [4.724, -1.480, 1.509], [3.325, -0.532, 0.921], [3.247, -2.165, -0.912], [3.165, -4.160, 1.038], [2.494, -2.666, 1.714], [1.485, -3.297, -1.005], [1.078, -4.513, 0.198], [1.313, -1.108, -0.185], [0.143, -1.309, 2.469], [1.203, -0.023, 1.943], [-0.715, 1.312, 1.142], [-1.911, -1.380, 1.162], [-3.474, 1.308, 0.002], [-3.742, -0.805, -0.766], [-4.916, 0.267, 2.064], [-0.452, -2.379, -1.814], [-1.724, -2.702, -0.690], [-3.311, -2.300, -2.185], [-2.055, -2.343, -3.377], [-3.902, -0.473, -3.309], [-2.761, 0.421, -2.339], [-1.229, -0.612, -4.491], [-2.774, -0.165, -5.211], [-1.917, 1.885, -5.257], [-2.102, 1.968, -3.630], [1.937, 1.403, -1.136], [0.955, 2.149, -0.036], [1.247, -0.572, -2.276]],
  "forces_ev_per_a": [[-0.116, -0.123, -0.158], [0.164, 0.044, -0.076], [-0.196, 0.072, -0.026], [0.147, -0.103, -0.142], [-0.273, 0.352, -0.042], [0.178, 0.119, -0.088], [0.137, -0.276, -0.072], [-0.250, 0.204, -0.018], [-0.081, -0.469, -0.116], [0.418, 0.151, 0.333], [-0.053, -0.123, 0.368], [0.570, -0.203, 0.461], [-0.545, -0.111, -0.299], [0.077, 0.385, -0.405], [-0.024, -0.038, -0.068], [-0.023, -0.023, 0.003], [0.018, 0.083, 0.156], [-0.134, -0.142, -0.085], [0.051, 0.067, 0.042], [0.041, 0.028, 0.087], [-0.011, -0.202, -0.024], [0.159, 0.063, 0.301], [0.141, 0.237, -0.266], [-0.286, -0.035, -0.045], [0.122, 0.122, 0.007], [-0.973, 0.123, 0.582], [0.085, 0.164, -0.610], [1.203, -0.385, 0.342], [-0.350, 0.180, -0.247], [-0.073, -0.040, 0.068], [-0.117, 0.022, -0.474], [0.051, -0.023, 0.112], [0.006, -0.167, 0.132], [-0.441, -0.195, -0.130], [-0.118, 0.035, 0.255], [0.058, 0.083, -0.122], [0.101, -0.015, 0.079], [-0.019, 0.046, -0.091], [-0.007, -0.044, 0.136], [-0.015, -0.128, 0.089], [-0.018, 0.041, 0.098], [-0.116, 0.049, 0.023], [0.075, -0.017, 0.127], [0.090, -0.154, -0.051], [-0.010, 0.088, 0.086], [0.008, -0.192, 0.009], [-0.022, -0.009, 0.030], [-0.053, 0.183, 0.075], [-0.079, 0.227, 0.048], [-0.064, 0.028, -0.160], [-0.136, 0.071, -0.181], [-0.104, -0.191, -0.161], [-0.201, 0.045, 0.003], [0.286, -0.043, -0.224], [0.275, -0.037, -0.059], [0.086, -0.149, 0.347], [-0.067, 0.111, 0.058], [0.104, -0.017, -0.128], [0.080, 0.060, -0.046], [-0.048, -0.038, 0.149], [0.082, 0.130, 0.147], [0.114, -0.082, 0.077], [-0.026, 0.122, -0.027], [0.070, -0.135, 0.025], [0.032, 0.042, 0.039], [-0.118, 0.055, -0.071], [0.026, 0.005, 0.022], [0.153, 0.109, -0.115], [-0.043, -0.039, -0.092]],
  "mulliken_charge": [-1.32, 0.19, -0.54, 0.02, -0.33, -0.81, -0.43, -0.41, 1.19, -1.69, -0.13, 1.47, -0.64, -0.62, 0.67, -0.25, -0.24, 0.60, -0.29, -0.27, 0.51, -0.21, -0.23, -0.23, -0.21, 0.52, -0.66, 1.07, -1.30, -1.55, -0.11, -0.80, -0.44, 0.17, -0.17, -0.53, 0.28, 0.31, 0.39, 0.23, 0.35, 0.52, -0.28, 0.26, 0.51, 0.25, 0.22, 0.49, -0.30, 0.74, 0.19, -0.49, 0.91, 0.11, -0.06, 0.34, 0.26, 0.47, 0.55, 0.53, 0.38, 0.06, 0.18, 0.40, 0.28, 0.16, 0.24, 0.20, 0.33],
  "mol_weight_g_mol": 602.5,
  "charge": 1,
  "homo_ha": -0.422,
  "energy_ev": -83241.430,
  "homo_lumo_gap_ev": 9.0
}

=====

[5]
{
  "formula": "CH2BrPSi",
  "method": "the ωB97M-V functional and the def2-TZVPD basis",
  "elements": ["C", "Si", "P", "Br", "H", "H"],
  "xyz": [[1.984, -0.090, -0.273], [-2.004, -0.452, 0.432], [0.886, -1.112, 0.210], [3.440, 0.905, -0.356], [-2.924, -0.200, -0.809], [-1.382, 0.950, 0.796]],
  "forces_ev_per_a": [[-1.759, -1.813, 1.253], [-0.158, 0.138, 0.392], [1.217, 1.100, -1.002], [0.582, 0.632, -0.365], [0.743, 0.449, 0.377], [-0.625, -0.505, -0.655]],
  "mulliken_charge": [0.18, 0.06, -0.14, 0.03, -0.06, -0.06],
  "de_lowest_kj_mol": 236.3,
  "mol_weight_g_mol": 153.0,
  "charge": 0,
  "homo_ha": -0.300,
  "energy_ev": -88273.290,
  "homo_lumo_gap_ev": 6.8
}

=====

[6]
{
  "formula": "C6H10O",
  "method": "the ωB97M-V functional and the def2-TZVPD basis",
  "elements": ["C", "C", "C", "C", "O", "C", "C", "H", "H", "H", "H", "H", "H", "H", "H", "H", "H"],
  "xyz": [[0.149, 0.652, 1.636], [-0.195, -0.152, 0.426], [-1.234, -0.186, -0.432], [-0.328, -0.442, -1.597], [0.431, 0.757, -2.006], [1.592, 0.338, -1.271], [0.785, -0.738, -0.569], [0.876, 0.169, 2.297], [-0.722, 0.977, 2.208], [0.624, 1.564, 1.242], [-2.032, -0.860, 1.868], [-2.297, 0.024, -0.348], [-2.584, -0.381, 1.993], [-0.607, -1.019, -2.482], [2.027, 1.113, -0.623], [2.358, -0.066, -1.944], [1.155, -1.750, -0.397]],
  "forces_ev_per_a": [[0.000, -0.028, 0.084], [-0.055, 0.141, -0.015], [0.003, 0.200, 0.033], [-0.271, -0.358, -0.178], [-0.003, 0.044, -0.240], [0.311, 0.048, 0.049], [0.172, -0.144, 0.054], [-0.164, -0.024, -0.080], [0.125, -0.141, -0.091], [-0.016, -0.146, 0.178], [-0.243, -0.046, 0.133], [0.265, 0.293, -0.055], [-0.122, -0.109, 0.171], [0.072, -0.064, 0.193], [-0.122, -0.034, -0.318], [-0.049, 0.130, 0.050], [0.096, 0.237, 0.031]],
  "mulliken_charge": [-1.19, 0.17, -0.56, -0.03, -0.42, -0.49, -0.23, 0.31, 0.39, 0.29, -0.14, 0.37, 0.17, 0.41, 0.27, 0.26, 0.43],
  "de_lowest_kj_mol": 354.2,
  "mol_weight_g_mol": 98.1,
  "charge": 0,
  "homo_ha": -0.340,
  "energy_ev": -8427.569,
  "homo_lumo_gap_ev": 10.4
}

=====

| no. | E_LUMO (eV) |
| --- | --- |
| 1 | -0.32 |
| 2 | 0.07 |
| 3 | 0.40 |
| 4 | -2.45 |
| 5 | -1.33 |
| 6 | 1.13 |